Entry 1:
{
  "formula": "C15H12F5IN2O4TeW",
  "method": "ωB97M-V with the def2-TZVPD basis set",
  "fmax_ev_per_a": 0.15,
  "e_tot_ha": -2120.90846,
  "charge": 2,
  "lumo_ev": [-9.07, -9.07],
  "e_above_lowest_kcal_mol": 0.00,
  "homo_lumo_gap_ev": [6.29, 6.29],
  "elements": ["W", "C", "C", "N", "C", "C", "C", "O", "C", "C", "N", "C", "C", "C", "C", "C", "C", "I", "C", "O", "H", "H", "H", "H", "H", "H", "H", "H", "H", "H", "H", "H", "F", "Te", "F", "F", "F", "F", "O", "O", "C"],
  "positions_angstrom": [[0.6151, 0.2966, 0.3108], [1.1544, -2.5905, 3.6983], [0.9497, -3.2084, 2.3553], [1.2401, -4.4902, 2.1844], [1.0605, -5.0807, 1.0029], [0.5577, -4.4521, -0.1283], [0.3564, -5.2083, -1.4195], [-0.9523, -4.9839, -1.9339], [0.2720, -3.0875, 0.0093], [-0.4029, -2.3316, -1.0144], [-0.5585, -1.0407, -1.0511], [-1.5247, -0.5871, -2.0223], [-2.7669, -1.2021, -2.1247], [-3.6698, -0.7654, -3.0834], [-3.3468, 0.2849, -3.9303], [-2.1178, 0.9261, -3.8202], [-1.2287, 0.4760, -2.8649], [0.5882, 1.4136, -2.4938], [0.4841, -2.4870, 1.2505], [0.2072, -1.1690, 1.3619], [0.8667, -3.3054, 4.4662], [0.5886, -1.6700, 3.8202], [2.2140, -2.3685, 3.8394], [1.3214, -6.1326, 0.9638], [0.5460, -6.2672, -1.2479], [1.0813, -4.8703, -2.1646], [-1.4484, -5.8075, -1.9454], [-0.8883, -2.9142, -1.7938], [-3.0328, -2.0067, -1.4499], [-4.6358, -1.2449, -3.1604], [-4.0567, 0.6229, -4.6726], [-1.8714, 1.7568, -4.4671], [2.2630, 2.7593, 2.7065], [3.1988, 2.1506, 1.2567], [1.9422, -0.7185, -0.4918], [-0.0388, 1.2527, 1.7764], [3.3735, 3.8680, 0.5974], [2.1916, 0.2385, 1.7038], [1.7544, 1.8988, 0.0732], [-2.4087, 1.8578, -0.0498], [-1.4425, 1.3046, -0.0767]]
}



Entry 2:
{
  "formula": "C5H15NO2",
  "method": "ωB97M-V with the def2-TZVPD basis set",
  "fmax_ev_per_a": 1.68,
  "e_tot_ha": -404.70517,
  "lumo_ev": 0.78,
  "e_above_lowest_kcal_mol": 31.31,
  "homo_lumo_gap_ev": 9.77,
  "elements": ["C", "C", "N", "C", "C", "C", "O", "H", "H", "H", "H", "H", "H", "H", "H", "H", "H", "H", "H", "H", "O", "H", "H"],
  "positions_angstrom": [[1.8999, 2.0496, -0.0731], [1.6204, 0.6418, -0.6228], [0.1940, 0.3189, -0.4693], [-0.1067, -0.8877, 0.2921], [0.5965, -2.1721, -0.1002], [-1.6438, -1.0672, 0.2991], [-2.1799, -1.3804, 1.5585], [2.9678, 2.2155, 0.0426], [1.4815, 2.7276, -0.8045], [1.3708, 2.1863, 0.8670], [1.9904, 0.4677, -1.6359], [2.1977, -0.0485, -0.0030], [-0.3135, 0.4165, -1.3375], [0.0620, -0.6718, 1.3544], [1.6282, -1.9234, -0.3448], [0.6734, -2.7812, 0.8012], [0.0970, -2.6844, -0.8939], [-1.8998, -1.8190, -0.4594], [-2.0678, -0.1320, -0.0630], [-2.6989, -2.1813, 1.5335], [-2.0720, 2.5891, 0.0913], [-1.2058, 2.2285, 0.3062], [-2.5915, 1.9074, -0.3385]]
}



Entry 3:
{
  "formula": "C29H73As2F12Mg2N2O19",
  "method": "ωB97M-V with the def2-TZVPD basis set",
  "fmax_ev_per_a": 3.69,
  "e_tot_ha": -8756.84886,
  "charge": 1,
  "lumo_ev": -9.07,
  "e_above_lowest_kcal_mol": 170.34,
  "homo_lumo_gap_ev": 1.27,
  "elements": ["Mg", "Mg", "N", "O", "O", "O", "As", "F", "F", "F", "F", "F", "F", "As", "F", "F", "F", "F", "F", "F", "C", "N", "O", "O", "H", "H", "H", "C", "O", "C", "C", "O", "C", "H", "H", "H", "H", "H", "H", "H", "H", "H", "H", "C", "O", "C", "C", "O", "C", "H", "H", "H", "H", "H", "H", "H", "H", "H", "H", "C", "O", "C", "C", "O", "C", "H", "H", "H", "H", "H", "H", "H", "H", "H", "H", "C", "O", "C", "C", "O", "C", "H", "H", "H", "H", "H", "H", "H", "H", "H", "H", "C", "O", "C", "C", "O", "C", "H", "H", "H", "H", "H", "H", "H", "H", "H", "H", "C", "O", "C", "C", "O", "C", "H", "H", "H", "H", "H", "H", "H", "H", "H", "H", "C", "O", "C", "C", "O", "C", "H", "H", "H", "H", "H", "H", "H", "H", "H", "H"],
  "positions_angstrom": [[-7.6425, -0.3807, 0.5676], [4.9984, 3.8253, 1.7735], [-8.1702, -3.2408, 5.4073], [-7.8063, -2.6425, 4.4101], [-9.3349, -3.6288, 5.3584], [-7.4168, -3.3866, 6.3692], [7.5140, 3.5695, -4.2107], [6.2112, 4.6595, -4.7709], [6.5817, 2.1498, -4.8209], [8.6783, 2.3661, -3.4816], [8.5120, 4.9802, -3.6439], [6.6685, 3.5240, -2.6227], [8.4932, 3.5593, -5.6766], [-1.2523, 1.3921, 1.1581], [-1.2352, 0.8077, 2.8512], [-2.9292, 0.7099, 0.9259], [-1.2557, 1.9202, -0.4748], [0.3954, 2.0451, 1.3077], [-0.5764, -0.2405, 0.6792], [-2.0004, 2.9710, 1.5444], [-2.6759, 0.6037, 9.5022], [-2.7427, 0.2432, 10.9574], [-1.7130, -0.3066, 11.3969], [-3.7732, 0.4562, 11.5652], [-1.8426, 1.2839, 9.3259], [-3.6204, 1.0393, 9.1763], [-2.5317, -0.3587, 9.0113], [5.5419, -0.1556, 2.6729], [5.5875, 1.0387, 3.4426], [5.5566, 0.6039, 4.8184], [5.5768, 1.9336, 5.6802], [4.7265, 2.8079, 4.9239], [4.0197, 3.8020, 5.6834], [6.4082, -0.7589, 2.9447], [5.5354, 0.0322, 1.5992], [4.6079, -0.6533, 2.9336], [6.4385, 0.0138, 5.0677], [4.7102, -0.0427, 5.0496], [6.6055, 2.2492, 5.8538], [5.1481, 1.6659, 6.6460], [3.2321, 4.2461, 5.0747], [4.7279, 4.5507, 6.0385], [3.5557, 3.3053, 6.5354], [4.0024, -7.7727, -2.7302], [5.3308, -7.8999, -2.1355], [6.1578, -8.7884, -2.8231], [5.8856, -10.2737, -2.4029], [4.6417, -10.7464, -2.8842], [4.4667, -12.1262, -2.7892], [3.3969, -6.9043, -2.4707], [3.3886, -8.6683, -2.6337], [4.0943, -7.7013, -3.8139], [7.1115, -8.4165, -2.4484], [6.0497, -8.5761, -3.8868], [5.9118, -10.3808, -1.3185], [6.7577, -10.7233, -2.8778], [3.4221, -12.2992, -3.0480], [4.6478, -12.5583, -1.8050], [5.0669, -12.6506, -3.5327], [8.6027, 5.5874, 2.1145], [7.3004, 6.1566, 2.1149], [7.3218, 7.5220, 1.7864], [5.9137, 8.1020, 1.7734], [5.0547, 7.0997, 1.2873], [3.8626, 7.6488, 0.6249], [9.0674, 5.6405, 1.1299], [8.6849, 4.5361, 2.3902], [9.2698, 6.0702, 2.8287], [7.8283, 7.6733, 0.8331], [7.8844, 8.0981, 2.5209], [5.9610, 9.0011, 1.1589], [5.6330, 8.4229, 2.7765], [3.2544, 8.1750, 1.3608], [3.2841, 6.7344, 0.4937], [3.9447, 8.2655, -0.2701], [0.9467, -6.8578, 4.7191], [2.2636, -6.4859, 5.1320], [3.3084, -7.3520, 4.6908], [3.3905, -8.7304, 5.4004], [2.3801, -9.7200, 5.0358], [2.4872, -10.1796, 3.7268], [0.1833, -6.1675, 5.0778], [0.6998, -7.8311, 5.1431], [0.8975, -6.9894, 3.6382], [4.2426, -6.7957, 4.7679], [3.2187, -7.4840, 3.6126], [3.3821, -8.5618, 6.4772], [4.3570, -9.1710, 5.1558], [1.8792, -11.0771, 3.6130], [3.5403, -10.4091, 3.5644], [2.2472, -9.5282, 2.8864], [-8.0225, 3.2962, 2.4936], [-8.0409, 2.9863, 1.1334], [-8.1612, 4.1175, 0.4010], [-8.2846, 3.8510, -1.1060], [-7.8757, 2.4758, -1.3329], [-8.0511, 2.0727, -2.7188], [-7.8637, 2.5043, 3.2256], [-9.0291, 3.6354, 2.7384], [-7.3358, 4.1227, 2.6764], [-7.2881, 4.7481, 0.5687], [-9.0116, 4.6542, 0.8216], [-7.6724, 4.5704, -1.6499], [-9.3129, 4.0499, -1.4079], [-7.8625, 1.0143, -2.8990], [-7.5417, 2.6439, -3.4948], [-9.1197, 2.2282, -2.8671], [-1.2642, 7.1638, -7.1224], [-1.7476, 8.3468, -6.5570], [-2.5938, 8.9772, -7.4967], [-1.9932, 9.5216, -8.7729], [-1.3337, 8.5760, -9.5829], [-0.7505, 9.2075, -10.7063], [-0.5438, 7.3479, -7.9195], [-2.0688, 6.4852, -7.4057], [-0.7029, 6.6147, -6.3664], [-3.1264, 9.7521, -6.9454], [-3.4491, 8.3536, -7.7571], [-1.2326, 10.2107, -8.4061], [-2.5446, 10.2339, -9.3866], [-0.0126, 8.5617, -11.1823], [-0.2231, 10.1228, -10.4373], [-1.5185, 9.4945, -11.4245], [-10.6687, -3.6729, -5.3153], [-10.0555, -3.8312, -4.0865], [-9.2599, -5.0333, -3.9359], [-8.4224, -4.8476, -2.6269], [-7.6429, -3.6611, -2.5126], [-6.4280, -3.9018, -3.2057], [-11.3860, -4.4744, -5.4917], [-10.0055, -3.5918, -6.1765], [-11.0742, -2.6679, -5.1986], [-8.5993, -5.1391, -4.7964], [-9.8733, -5.9303, -3.8504], [-7.8888, -5.7692, -2.3947], [-9.1212, -4.8797, -1.7910], [-6.6497, -4.2646, -4.2093], [-5.7995, -4.6217, -2.6815], [-5.6827, -3.1205, -3.3549]]
}



Entry 4:
{
  "formula": "C5H11NO",
  "method": "ωB97M-V with the def2-TZVPD basis set",
  "fmax_ev_per_a": 3.21,
  "e_tot_ha": -327.02541,
  "lumo_ev": 0.78,
  "e_above_lowest_kcal_mol": 66.47,
  "homo_lumo_gap_ev": 9.78,
  "elements": ["C", "N", "C", "O", "C", "C", "C", "H", "H", "H", "H", "H", "H", "H", "H", "H", "H", "H"],
  "positions_angstrom": [[2.8119, 0.1075, -0.0022], [1.4106, -0.1124, -0.2775], [0.4510, 0.7476, 0.1737], [0.7075, 1.6648, 0.9474], [-0.9507, 0.4334, -0.2853], [-1.2446, -1.4158, -0.5098], [-1.9959, 0.9295, 0.6895], [3.3197, 0.5959, -0.8428], [3.3074, -0.8443, 0.2166], [2.8748, 0.7578, 0.8724], [1.1614, -0.6734, -1.0761], [-1.1678, -0.0268, -1.2494], [-0.7285, -1.7733, 0.3550], [-0.8671, -1.9565, -1.4159], [-2.3294, -1.5891, -0.4828], [-3.0010, 0.8756, 0.2712], [-1.9447, 0.3172, 1.6023], [-1.8148, 1.9622, 1.0138]]
}



Entry 5:
{
  "formula": "C7H10N6O",
  "method": "ωB97M-V with the def2-TZVPD basis set",
  "fmax_ev_per_a": 3.25,
  "e_tot_ha": -676.46344,
  "lumo_ev": 0.81,
  "e_above_lowest_kcal_mol": 12.53,
  "homo_lumo_gap_ev": 10.64,
  "elements": ["C", "C", "O", "C", "N", "C", "C", "N", "N", "N", "C", "C", "N", "N", "H", "H", "H", "H", "H", "H", "H", "H", "H", "H"],
  "positions_angstrom": [[-1.7815, 2.0311, -0.1779], [-0.6324, 1.1288, 0.2471], [-0.1218, 1.5182, 1.4567], [0.5832, 1.2133, -0.9470], [1.5486, 0.2381, -0.5754], [1.8528, -0.9392, -1.1613], [2.7165, -1.5442, -0.2757], [2.8761, -0.7313, 0.7802], [2.1774, 0.3265, 0.6008], [-1.0378, -0.2596, 0.2663], [-1.2051, -1.0744, 1.3315], [-1.5849, -2.2752, 0.7774], [-1.6268, -2.1248, -0.5607], [-1.2995, -0.9273, -0.8589], [-2.5565, 2.0161, 0.5859], [-2.1947, 1.6868, -1.1211], [-1.4144, 3.0482, -0.2788], [0.7877, 1.1623, 1.5700], [0.9951, 2.2200, -0.9032], [0.1419, 0.9762, -1.9093], [1.4402, -1.2481, -2.0972], [3.2132, -2.4889, -0.3376], [-1.0554, -0.7480, 2.3383], [-1.8220, -3.2045, 1.2500]]
}



Entry 6:
{
  "formula": "C67H72F6N5O2",
  "method": "ωB97M-V with the def2-TZVPD basis set",
  "fmax_ev_per_a": 7.47,
  "e_tot_ha": -3619.16348,
  "charge": 1,
  "lumo_ev": -4.49,
  "e_above_lowest_kcal_mol": 79.17,
  "homo_lumo_gap_ev": 4.94,
  "elements": ["C", "C", "C", "C", "C", "C", "C", "C", "C", "C", "C", "C", "C", "C", "N", "C", "C", "C", "C", "C", "C", "N", "O", "O", "C", "C", "N", "C", "C", "C", "C", "C", "C", "C", "C", "C", "C", "C", "C", "C", "C", "C", "C", "H", "H", "H", "H", "H", "H", "H", "H", "H", "H", "H", "H", "H", "H", "H", "H", "H", "H", "H", "H", "H", "H", "H", "H", "H", "H", "H", "H", "H", "H", "H", "H", "H", "H", "H", "H", "H", "H", "H", "H", "H", "H", "H", "H", "H", "H", "H", "H", "H", "F", "C", "F", "F", "C", "N", "C", "C", "C", "C", "C", "C", "C", "C", "C", "C", "C", "C", "C", "C", "C", "N", "C", "C", "F", "F", "F", "C", "C", "C", "C", "C", "C", "C", "C", "C", "C", "H", "H", "H", "H", "H", "H", "H", "H", "H", "H", "H", "H", "H", "H", "H", "H", "H", "H", "H", "H", "H", "H", "H"],
  "positions_angstrom": [[3.1154, -1.6890, -0.9713], [3.1878, -2.9386, -0.1092], [1.9462, -3.8247, -0.2823], [4.4219, -3.7477, -0.5432], [3.3490, -2.5583, 1.3787], [3.3453, -3.6052, 2.3150], [4.0774, -3.4863, 3.4958], [4.9074, -2.3791, 3.6726], [4.8791, -1.3093, 2.7619], [6.0805, -0.3589, 2.7156], [5.9751, 0.6624, 3.8472], [6.2227, 0.2615, 1.3242], [7.3775, -1.1420, 2.9754], [3.7538, -1.2790, 1.8826], [2.8670, -0.1359, 1.8815], [1.5200, -0.2771, 2.2028], [0.6283, -1.0865, 1.3998], [-0.2651, -1.8290, 2.3782], [-1.6740, -1.8699, 2.2934], [-2.4277, -2.2451, 3.4033], [-1.7422, -2.6854, 4.5499], [-2.3458, -2.4661, 5.8259], [-1.6673, -2.6983, 6.8539], [-3.4975, -1.9817, 5.8702], [-0.3638, -2.9580, 4.5360], [0.3664, -2.4735, 3.4601], [1.1368, 0.7332, 3.0640], [0.1578, 0.7445, 4.1819], [0.5466, 0.3096, 5.4925], [2.0032, 0.1563, 6.0261], [2.0634, -0.4181, 7.4531], [2.6957, 1.5185, 6.1018], [2.7427, -0.8478, 5.1764], [-0.4518, 0.0234, 6.4248], [-1.7502, 0.4724, 6.2585], [-2.0425, 1.1880, 5.1216], [-1.1530, 1.2596, 4.0392], [-1.8046, 2.0007, 2.8359], [-3.2155, 1.4210, 2.5998], [-1.0333, 1.8160, 1.5586], [-1.9176, 3.4932, 3.1659], [2.1596, 1.6974, 2.9751], [3.2136, 1.1594, 2.3475], [4.0820, -1.1659, -0.9945], [2.8173, -1.9409, -1.9997], [2.3730, -0.9970, -0.5749], [2.1449, -4.8327, 0.1037], [1.0776, -3.4342, 0.2582], [1.6724, -3.8989, -1.3429], [4.5102, -4.6784, 0.0309], [4.3491, -4.0013, -1.6086], [5.3373, -3.1593, -0.3941], [2.7954, -4.5297, 2.1045], [4.0563, -4.2886, 4.2394], [5.5913, -2.3531, 4.5281], [5.9929, 0.1514, 4.8210], [6.8284, 1.3522, 3.7892], [5.0526, 1.2471, 3.8028], [6.4738, -0.5312, 0.6056], [5.3128, 0.7469, 0.9662], [7.0359, 0.9977, 1.3391], [7.4842, -1.9714, 2.2666], [8.2344, -0.4697, 2.8463], [7.4183, -1.5421, 3.9943], [1.2727, -1.8040, 0.8817], [-2.1697, -1.6159, 1.3551], [-3.5163, -2.1940, 3.4236], [0.0804, -3.4660, 5.3910], [1.4542, -2.5876, 3.4390], [1.6192, -1.4208, 7.5046], [3.1150, -0.5101, 7.7553], [1.5708, 0.2396, 8.1805], [2.7808, 2.0081, 5.1318], [2.1139, 2.1802, 6.7593], [3.7050, 1.4034, 6.5202], [2.7580, -0.5876, 4.1237], [3.7868, -0.9448, 5.4984], [2.2619, -1.8321, 5.2512], [-0.2176, -0.4953, 7.3525], [-2.4896, 0.3346, 7.0480], [-3.0177, 1.6698, 5.0573], [-3.9413, 1.7557, 3.3511], [-3.5988, 1.7260, 1.6172], [-3.1861, 0.3221, 2.6182], [-0.0371, 2.2640, 1.5968], [-0.9544, 0.7426, 1.3868], [-1.5815, 2.2466, 0.7085], [-0.9236, 3.9177, 3.3516], [-2.3680, 4.0312, 2.3224], [-2.5358, 3.6656, 4.0543], [2.0428, 2.6773, 3.4095], [4.1412, 1.6351, 2.0812], [-5.0593, -0.5049, -6.5491], [-4.9651, -0.9395, -5.2654], [-4.4997, 0.1007, -4.4911], [-6.2370, -1.2142, -4.8141], [-4.0872, -2.1452, -5.0605], [-4.1613, -2.4869, -3.6318], [-5.1212, -3.4241, -3.2285], [-5.2200, -4.6444, -3.9222], [-6.0784, -5.6355, -3.4502], [-6.8405, -5.4138, -2.2975], [-6.7701, -4.1855, -1.6313], [-5.9565, -3.1731, -2.1285], [-3.1034, -2.1200, -2.8067], [-3.3449, -1.5353, -1.5542], [-2.3319, -0.8653, -0.9042], [-0.9883, -1.0035, -1.3337], [0.0484, -0.3029, -0.6385], [0.7901, 0.6559, -1.3450], [1.8908, 1.3763, -0.7655], [2.8367, 1.9899, -1.5638], [2.7246, 1.9723, -2.9720], [3.7213, 2.5577, -3.7665], [4.2227, 3.8667, -3.3327], [3.8930, 4.9000, -4.3792], [4.3135, 6.1538, -4.0511], [4.4317, 4.5877, -5.6019], [2.5296, 4.9383, -4.5690], [4.3905, 1.8782, -4.7785], [3.7500, 0.8886, -5.5460], [4.3787, 0.3380, -6.6555], [5.6959, 0.6944, -6.9732], [6.3739, 1.6159, -6.1633], [5.7322, 2.2048, -5.0842], [1.5021, 1.5382, -3.5286], [0.5395, 0.9613, -2.7359], [-0.7380, -1.6999, -2.5608], [-1.7801, -2.2232, -3.2915], [-4.4792, -2.9683, -5.6616], [-3.0701, -1.8636, -5.3365], [-4.5859, -4.7995, -4.7950], [-6.1391, -6.5807, -3.9885], [-7.4999, -6.2003, -1.9195], [-7.3486, -4.0034, -0.7290], [-5.9739, -2.1758, -1.6983], [-4.3386, -1.5380, -1.1243], [-2.5680, -0.1581, -0.1022], [0.0248, -0.3562, 0.5636], [1.9788, 1.3798, 0.3212], [3.7009, 2.4837, -1.1156], [3.6799, 4.1554, -2.4280], [5.3058, 3.8532, -3.1716], [2.7463, 0.5696, -5.2886], [3.8384, -0.3814, -7.2712], [6.1933, 0.2584, -7.8425], [7.4124, 1.8831, -6.3747], [6.2776, 2.9123, -4.4617], [1.3270, 1.6948, -4.5954], [-0.4182, 0.7031, -3.1977], [0.2839, -1.7831, -2.9470], [-1.6195, -2.7395, -4.2423]]
}